# C16H19BN6SeV

C16H19BN6SeV as an isolated structure in a non-equilibrium geometry (the ωB97M-V functional and the def2-TZVPD basis, OMol25).

Last column: Mulliken charge in e.
Geometry (Å):
1 H -0.29318 2.93218 0.80867  0.36
2 N 0.07563 1.62986 -0.83339  0.15
3 B 0.66693 0.67281 -3.10129  0.11
4 N 0.60774 1.86470 -2.10308  -0.04
5 C 0.90119 3.17283 -2.23535  -0.09
6 V -0.63948 -0.47807 -0.14749  0.32
7 H 1.32409 3.55289 -3.15676  0.45
8 C 0.56219 3.81258 -1.05464  -1.09
9 H 0.67766 4.86001 -0.83119  0.39
10 C 0.04930 2.81773 -0.21049  -0.13
11 H 1.01137 1.02663 -4.19108  -0.11
12 C -1.12090 -2.26382 0.32497  -1.11
13 H -1.46324 -2.27725 1.37329  0.36
14 H -0.26217 -2.95111 0.25587  0.24
15 H -2.00979 -2.29690 -0.35598  0.12
16 N -0.73989 0.04285 -3.11911  -0.17
17 N 1.69058 -0.37617 -2.50490  0.10
18 N -1.30157 -0.47256 -1.92830  0.19
19 N 1.37007 -1.02791 -1.31964  0.05
20 C -1.62588 -0.10693 -4.11164  -0.09
21 C 2.84260 -0.88226 -3.01061  -0.09
22 H -1.36667 0.20374 -5.10511  0.46
23 H 3.23702 -0.51287 -3.96644  0.41
24 C -2.76813 -0.71803 -3.61164  -1.24
25 C 3.27365 -1.89440 -2.15824  -1.04
26 C -2.53029 -0.94381 -2.25855  -0.10
27 C 2.31502 -1.96550 -1.12478  -0.30
28 H -3.65494 -0.98052 -4.15370  0.40
29 H 4.15340 -2.52250 -2.27545  0.37
30 H -3.12069 -1.42460 -1.50266  0.48
31 H 2.27202 -2.64815 -0.27709  0.42
32 H -1.38698 0.38913 0.87593  0.13
33 Se 0.97984 0.08838 1.84305  0.00
34 C -0.14412 -0.30279 3.27098  0.50
35 C -1.32172 0.43585 3.46616  -0.07
36 C -2.17776 0.10875 4.50996  -0.61
37 C -1.84956 -0.93595 5.39106  -0.42
38 C -0.65384 -1.66200 5.21302  -0.50
39 C 0.20350 -1.34490 4.16189  -0.50
40 H -1.55136 1.23590 2.76287  0.27
41 H -3.10009 0.67962 4.64682  0.36
42 H -2.51954 -1.18238 6.21666  0.35
43 H -0.39357 -2.46739 5.89712  0.36
44 H 1.12724 -1.88838 3.99656  0.34

Calculated values
Spin multiplicity: 4
Charge: 0
LUMO energy (alpha / beta) (eV): 0.721 / -2.203
E_HOMO (alpha / beta) (eV): -7.522 / -8.270
Kohn-Sham gap (alpha / beta) (eV): 8.24 / 6.07
⟨S²⟩: 3.7712

***

# C28H49LuNO2P2

C28H49LuNO2P2 as an isolated structure in a non-equilibrium geometry (the ωB97M-V functional and the def2-TZVPD basis, OMol25).

Last column: Mulliken charge in e.
Geometry (Å):
1 Lu 0.44345 0.15036 -0.03726  0.59
2 C 2.67528 0.46470 0.61111  0.61
3 C 2.68905 -0.16844 -0.68687  0.34
4 C 1.70091 1.93103 -0.92483  0.58
5 C 2.07244 1.77450 0.45718  0.60
6 C 2.07164 0.72790 -1.62662  0.53
7 C 3.35257 -0.06983 1.84139  -1.30
8 H 3.23889 -1.16109 1.94275  0.21
9 H 2.95216 0.37010 2.76512  0.26
10 H 4.44016 0.12964 1.84253  0.33
11 C 2.10187 2.89618 1.44023  -1.42
12 H 2.43716 2.58398 2.43204  0.45
13 H 1.10587 3.33601 1.55437  0.01
14 H 2.77183 3.70288 1.10390  0.32
15 C 1.33074 3.19943 -1.61308  -1.44
16 H 2.18931 3.64222 -2.14526  0.29
17 H 0.95212 3.95253 -0.91915  0.39
18 H 0.52802 3.05130 -2.34750  0.23
19 C 2.04476 0.56427 -3.11390  -1.44
20 H 2.98603 0.90196 -3.58166  0.28
21 H 1.23041 1.14820 -3.56038  0.34
22 H 1.89291 -0.48135 -3.41397  0.26
23 C 3.43248 -1.40615 -1.05832  -1.08
24 H 4.52050 -1.24242 -1.11606  0.31
25 H 3.09766 -1.79029 -2.02570  0.41
26 H 3.26698 -2.21327 -0.34023  0.12
27 C -0.66849 -3.26094 0.14271  0.03
28 C 0.66806 -3.37088 0.30480  0.28
29 C 1.43712 -4.53874 -0.24940  -1.38
30 C 1.65756 -4.63079 -1.79137  -1.26
31 C 1.01614 -3.58817 -2.67814  -0.32
32 C -0.30905 -3.50713 -2.82748  -0.37
33 C -1.25331 -4.45580 -2.13322  -1.02
34 C -1.46010 -4.30584 -0.59350  -1.28
35 H 0.94846 -5.47586 0.07142  0.50
36 H 1.29070 -5.62511 -2.09973  0.46
37 H 2.42493 -4.55298 0.24160  0.44
38 H -1.25561 -5.29274 -0.14175  0.43
39 H -1.26526 -2.50010 0.65980  0.32
40 H 1.23656 -2.72806 0.99063  0.54
41 H -2.53042 -4.12308 -0.40703  0.39
42 H -2.23483 -4.37329 -2.62992  0.42
43 H -0.77397 -2.78437 -3.50394  0.49
44 H -0.91212 -5.48973 -2.30925  0.43
45 H 2.74291 -4.63437 -1.99298  0.30
46 H 1.70225 -2.95197 -3.24634  0.78
47 P -0.34822 -0.15069 2.77231  1.11
48 C 0.26838 1.15176 3.92362  -1.23
49 H -0.23954 1.08952 4.89947  0.52
50 H 0.06937 2.14415 3.50566  0.10
51 H 1.35626 1.04831 4.03108  0.37
52 C -2.14127 -0.28706 3.13954  -1.28
53 H -2.32403 -0.23535 4.22330  0.44
54 H -2.50246 -1.24080 2.73036  0.41
55 H -2.68487 0.54595 2.67430  0.27
56 C 0.27742 -1.61479 3.70421  -1.34
57 H -0.16447 -2.52896 3.29182  0.36
58 H 0.04068 -1.52250 4.77623  0.47
59 H 1.36461 -1.69119 3.57967  0.31
60 P -2.06172 0.51304 -1.52605  1.09
61 C -1.63075 0.45236 -3.32821  -1.22
62 H -2.48995 0.16011 -3.95208  0.46
63 H -0.81714 -0.26886 -3.49234  0.11
64 H -1.25974 1.44469 -3.63216  0.39
65 C -3.41370 -0.72684 -1.29294  -1.16
66 H -3.15151 -1.67792 -1.77730  0.25
67 H -4.38311 -0.34807 -1.65733  0.46
68 H -3.51676 -0.92392 -0.21675  0.29
69 C -3.07092 2.04523 -1.51826  -1.40
70 H -3.89734 2.01228 -2.24314  0.58
71 H -2.43703 2.92485 -1.70721  0.19
72 H -3.46302 2.18183 -0.50488  0.38
73 O -2.30550 2.66826 2.99876  -0.69
74 C -1.90679 3.50080 2.17532  0.21
75 C -1.96139 5.01215 2.42052  -0.67
76 C -2.20617 5.52909 1.02940  -0.64
77 C -1.57765 4.42883 0.18960  0.14
78 O -1.32086 4.57414 -1.00954  -0.74
79 N -1.38453 3.27082 0.91780  0.40
80 H -2.70063 5.30841 3.16855  0.36
81 H -0.95715 5.33996 2.74383  0.23
82 H -3.28730 5.55656 0.82809  0.25
83 H -1.75794 6.50944 0.84798  0.32

Calculated values
Charge: +1
LUMO energy (eV): -3.177
E_HOMO (eV): -10.769
Kohn-Sham gap (eV): 7.59

***

# C3H8O2

A 2-piece molecular cluster, C3H8O2 overall (the ωB97M-V functional and the def2-TZVPD basis, OMol25).

Last column: Mulliken charge in e.
Geometry (Å):
1 O 1.63357 1.01375 -0.36130  -0.52
2 C 1.26187 -0.10781 -0.63544  0.02
3 C -0.17537 -0.53439 -0.80733  -0.41
4 C -1.25520 0.26718 -0.04150  -0.48
5 O -0.96685 1.62090 0.19891  -0.54
6 H 2.01956 -0.89710 -0.82130  0.35
7 H -0.34522 -0.49345 -1.89397  0.30
8 H -0.24666 -1.59710 -0.54095  0.31
9 H -2.17948 0.24725 -0.63105  0.29
10 H -1.47010 -0.26552 0.90048  0.27
11 H -0.00479 1.73293 0.24026  0.40
12 H 0.65235 -0.18869 2.21531  -0.08
13 H 1.07634 -0.79794 2.17787  0.09

Calculated values
SMILES: O=CCCO.[H][H]
Charge: 0
LUMO energy (eV): 0.852
E_HOMO (eV): -10.149
Kohn-Sham gap (eV): 11.00
Relative energy (zero: lowest compared OMol25 entry of this formula, charge and spin) (kJ/mol): 192.0

***

# C45H41N3O5SSeTc

C45H41N3O5SSeTc as an isolated structure in a non-equilibrium geometry (the ωB97M-V functional and the def2-TZVPD basis, OMol25).

Last column: Mulliken charge in e.
Geometry (Å):
1 Tc -0.60845 0.24167 -0.62340  -1.28
2 C -3.48355 1.35130 -0.33427  -0.98
3 N -2.64751 0.24386 0.16101  0.87
4 C -2.60907 0.31516 1.64498  -0.70
5 C -3.23707 -1.06177 -0.24597  -1.24
6 C -2.18284 -2.11292 -0.08460  0.95
7 C -2.43444 -3.42939 0.26403  -0.58
8 C -1.37103 -4.31150 0.42276  -1.20
9 C -0.06352 -3.88243 0.25620  -1.27
10 C 0.20762 -2.56543 -0.09637  -0.59
11 C -0.85869 -1.69012 -0.28208  2.59
12 H -4.50050 1.25132 0.05825  0.37
13 H -3.50336 1.33937 -1.42210  0.32
14 H -3.06484 2.29584 0.01066  0.07
15 H -3.63348 0.25286 2.02573  0.56
16 H -2.15386 1.25225 1.95120  -0.17
17 H -2.01674 -0.50446 2.04225  0.02
18 H -3.53249 -0.96083 -1.29339  0.42
19 H -4.13709 -1.26144 0.34661  0.59
20 H -3.45115 -3.76873 0.42499  0.46
21 H -1.56924 -5.34001 0.69548  0.38
22 H 0.76147 -4.56519 0.41237  0.56
23 H 1.23769 -2.23683 -0.17173  0.42
24 Se 3.45921 -1.39211 1.06282  -0.25
25 C 4.09569 -2.82925 2.12743  0.58
26 C 4.97804 -3.78195 1.60804  -0.69
27 C 5.42732 -4.81767 2.40409  -0.28
28 N 5.07930 -4.99782 3.67906  -0.64
29 C 4.24487 -4.08883 4.17702  -0.55
30 C 3.73809 -3.01605 3.46482  0.01
31 H 5.30719 -3.70586 0.58012  0.35
32 H 6.11188 -5.55149 1.99243  0.34
33 H 3.96127 -4.22309 5.21572  0.36
34 H 3.07017 -2.32255 3.96107  0.22
35 O 2.88395 1.71169 -2.07042  -0.66
36 C 2.06494 0.83259 -2.18050  -0.27
37 O 1.20573 0.57277 -1.20644  -0.18
38 C 1.87366 0.07485 -3.46055  0.14
39 C 2.34558 0.64989 -4.63691  -0.97
40 C 2.19349 -0.00192 -5.85146  -0.63
41 C 1.57335 -1.24010 -5.90439  -0.68
42 C 1.12478 -1.79422 -4.71981  -0.48
43 C 1.26482 -1.17128 -3.49545  0.79
44 N 0.40239 -3.07895 -4.76979  1.22
45 O 0.31733 -3.63533 -5.84546  -0.67
46 O -0.07000 -3.49896 -3.73275  -0.61
47 H 2.83543 1.61193 -4.57962  0.52
48 H 2.55745 0.45477 -6.76113  0.43
49 H 1.42928 -1.77032 -6.83335  0.54
50 H 0.90238 -1.65169 -2.60189  0.58
51 O 0.12481 0.89184 1.20947  0.44
52 S 1.62985 1.20878 1.51501  0.37
53 C 1.73525 0.76606 3.27959  -1.24
54 C 0.56258 -0.05701 3.72345  0.02
55 C -0.37668 0.48366 4.59028  -0.03
56 C -1.45389 -0.27953 5.02178  -0.88
57 C -1.59839 -1.58638 4.58152  -0.70
58 C -0.66643 -2.12558 3.70234  -1.12
59 C 0.40527 -1.36475 3.26889  0.83
60 C 1.61735 3.01964 1.62481  -1.86
61 C 0.48992 3.58834 2.41981  0.42
62 C -0.79048 3.65692 1.87742  0.34
63 C -1.85000 4.14173 2.62612  -0.85
64 C -1.64303 4.56867 3.93094  -0.56
65 C -0.36825 4.52474 4.47446  -0.68
66 C 0.69095 4.04019 3.72104  -0.50
67 H 1.79704 1.69096 3.84801  0.60
68 H 2.67025 0.20355 3.32547  0.57
69 H -0.26825 1.50656 4.93190  0.34
70 H -2.17282 0.14689 5.70770  0.44
71 H -2.43302 -2.18357 4.92272  0.38
72 H -0.77350 -3.14214 3.34687  0.53
73 H 1.13676 -1.77072 2.57904  0.43
74 H 1.62279 3.34161 0.58205  0.52
75 H 2.59481 3.25506 2.05231  0.63
76 H -0.95440 3.33619 0.85542  0.48
77 H -2.83931 4.19506 2.18999  0.43
78 H -2.47021 4.94782 4.51533  0.43
79 H -0.19463 4.87422 5.48285  0.42
80 H 1.68725 4.02079 4.14669  0.42
81 C -0.93462 4.20667 -4.43410  -0.76
82 C -0.60791 4.06652 -3.06877  -1.05
83 C -0.74168 2.85416 -2.45462  -0.08
84 C -1.20363 1.71394 -3.15599  1.01
85 C -1.31633 0.42974 -2.53218  0.93
86 C -1.78568 -0.63077 -3.28115  -0.21
87 C -2.13719 -0.47407 -4.64142  -1.14
88 C -2.00884 0.74160 -5.24627  -1.01
89 C -1.54052 1.86597 -4.52079  0.82
90 C -1.39220 3.13139 -5.13836  -0.96
91 H -0.81975 5.16711 -4.91741  0.40
92 H -0.24329 4.91935 -2.51211  0.53
93 H -0.46748 2.77607 -1.40564  0.09
94 H -1.83903 -1.62332 -2.85038  0.47
95 H -2.48941 -1.33119 -5.20135  0.42
96 H -2.26022 0.86531 -6.29210  0.41
97 H -1.64921 3.23030 -6.18595  0.45

Calculated values
Spin multiplicity: 2
Charge: 0
LUMO energy (alpha / beta) (eV): -2.859 / -2.274
E_HOMO (alpha / beta) (eV): -6.150 / -6.177
Kohn-Sham gap (alpha / beta) (eV): 3.29 / 3.90
⟨S²⟩: 0.7673